No. 1
93
Properties=species:S:1:pos:R:3:forces:R:3:lowdin_charge:R:1 method="wB97M-V/def2-TZVPD" total_energy_ev=-133418.4951 gap_ev=7.946 total_charge=+1
C -3.142908 -1.910019 4.238531 0.064 0.055 0.054 -0.11
N -1.954790 -2.454557 3.594893 0.155 -0.136 -0.098 -0.18
C -0.754970 -2.420316 4.385420 -0.213 -0.040 0.227 -0.41
P 0.172298 -0.892019 3.965901 0.212 0.148 -0.288 1.11
H -3.869378 -1.607996 3.486843 -0.038 -0.088 -0.003 0.08
H -2.875615 -1.012120 4.802054 0.000 0.026 -0.050 0.08
H -3.610250 -2.606304 4.941887 -0.005 0.003 0.008 0.09
H -2.096698 -3.379406 3.207986 -0.163 -0.039 -0.213 0.08
H -0.913977 -2.427135 5.471552 -0.001 -0.021 -0.006 0.10
H -0.103744 -3.263135 4.152161 0.031 0.035 -0.061 0.09
H 0.428378 -0.076106 5.066087 0.150 0.014 -0.019 0.01
H 1.378766 -1.205316 3.340113 0.108 0.109 0.082 -0.02
H -0.565432 -0.163807 3.034616 -0.004 0.081 0.008 -0.02
C -4.465691 -6.953323 1.948098 -0.022 -0.009 0.022 -0.27
S -3.609402 -5.814213 0.859946 0.029 -0.036 -0.076 0.82
O -2.512311 -5.200736 1.666678 0.058 0.212 0.251 -0.58
C -4.918671 -4.592058 0.765080 -0.023 0.019 0.006 -0.27
H -3.782276 -7.771760 2.163100 0.006 0.003 -0.004 0.05
H -4.736107 -6.437298 2.869087 0.005 0.006 -0.003 0.06
H -5.351261 -7.337411 1.442665 0.005 -0.008 -0.001 0.06
H -5.158819 -4.244692 1.770148 0.005 -0.006 0.001 0.05
H -5.793343 -5.035416 0.290223 0.002 0.005 -0.007 0.06
H -4.550585 -3.767864 0.157724 0.008 -0.003 0.001 0.05
C 4.239294 -0.000125 4.238065 -0.102 -0.051 0.059 -0.27
S 3.645063 1.557498 3.580034 0.152 0.172 -0.032 0.84
O 2.141429 1.498935 3.564972 -0.240 -0.441 0.070 -0.62
C 4.186626 1.285277 1.894824 -0.086 -0.001 -0.061 -0.25
H 3.954029 -0.044507 5.288424 0.011 0.026 -0.004 0.05
H 3.819109 -0.825963 3.663921 0.037 -0.002 -0.040 0.01
H 5.325380 -0.022524 4.155932 0.008 0.033 0.017 0.06
H 3.741729 0.366929 1.512085 0.024 -0.017 0.019 0.03
H 5.273467 1.208877 1.883816 0.006 0.016 0.011 0.07
H 3.874793 2.148381 1.309944 0.028 0.019 0.031 0.04
C 4.681721 -4.405345 1.386897 0.035 -0.003 0.034 -0.25
S 3.485843 -3.158706 0.936472 -0.045 0.066 -0.227 0.84
O 3.848422 -1.902429 1.678607 -0.011 -0.001 0.155 -0.58
C 2.099667 -3.797969 1.878091 0.004 0.043 0.050 -0.27
H 5.626582 -4.121746 0.929243 -0.009 -0.013 -0.028 0.06
H 4.776047 -4.441882 2.472268 -0.006 0.008 -0.003 0.06
H 4.356527 -5.360678 0.977274 0.016 0.015 -0.049 0.06
H 2.397126 -3.811377 2.928964 -0.030 -0.009 0.003 0.05
H 1.779653 -4.785576 1.551739 0.005 0.034 -0.104 0.07
H 1.314343 -3.062903 1.700712 -0.159 -0.161 0.056 0.03
C 0.697102 3.097437 1.053458 0.006 0.070 -0.003 -0.26
S -0.387178 1.696175 0.791695 -0.013 -0.084 0.149 0.76
O -0.544263 1.524555 -0.674075 -0.011 -0.009 -0.056 -0.54
C -1.882808 2.482154 1.391888 -0.053 -0.009 0.004 -0.27
H 1.680389 2.815208 0.685000 -0.015 -0.005 -0.028 0.03
H 0.308934 3.944843 0.488448 0.004 -0.009 -0.009 0.06
H 0.759878 3.315584 2.118488 0.013 -0.026 0.004 0.05
H -2.075304 3.368593 0.789177 -0.017 0.019 0.037 0.01
H -1.769892 2.740659 2.445628 0.024 0.009 -0.006 0.06
H -2.702656 1.776882 1.264745 -0.002 0.007 -0.020 0.06
C 4.976069 -2.136541 -2.789246 0.009 0.027 0.048 -0.28
S 4.030680 -3.618965 -3.125261 -0.042 0.021 0.009 0.81
O 4.278931 -4.558274 -1.991077 0.048 -0.040 0.120 -0.59
C 5.045231 -4.187903 -4.491680 0.020 -0.031 -0.016 -0.26
H 4.530499 -1.648166 -1.923991 -0.027 -0.020 -0.003 0.04
H 6.011592 -2.399653 -2.579186 0.002 0.000 -0.012 0.06
H 4.934166 -1.469249 -3.648087 0.023 0.014 0.009 0.04
H 6.070525 -4.312148 -4.144694 -0.004 0.002 0.010 0.06
H 4.995173 -3.460484 -5.301380 -0.002 -0.004 -0.003 0.05
H 4.642140 -5.141827 -4.824760 -0.004 0.000 0.007 0.05
C -3.471003 3.664236 -2.732636 -0.017 -0.045 -0.026 -0.25
S -3.762771 4.361637 -1.107309 0.096 0.078 -0.030 0.77
O -4.949372 3.662628 -0.538465 -0.014 -0.041 0.031 -0.55
C -4.299579 5.974884 -1.666002 -0.118 0.021 -0.066 -0.26
H -3.164161 2.629731 -2.591794 0.017 0.006 0.013 0.05
H -4.394857 3.716525 -3.308312 -0.003 0.001 0.007 0.06
H -2.672917 4.219653 -3.224312 0.001 -0.002 0.000 0.06
H -5.170667 5.870411 -2.313837 -0.021 0.027 0.034 0.03
H -3.477404 6.463756 -2.189011 0.018 -0.012 0.019 0.06
H -4.573174 6.554062 -0.786402 0.017 -0.013 0.016 0.06
C 7.617617 0.847314 -6.033699 -0.010 0.014 -0.028 -0.27
S 8.109361 0.798928 -4.307911 0.072 -0.017 0.014 0.82
O 7.260705 -0.236497 -3.653803 -0.070 0.002 -0.021 -0.57
C 7.410629 2.390111 -3.856771 -0.016 0.032 -0.010 -0.27
H 7.926011 -0.093686 -6.484079 0.003 -0.003 0.007 0.05
H 6.534982 0.956463 -6.094521 0.000 -0.005 0.010 0.06
H 8.121248 1.675274 -6.531933 0.004 -0.007 -0.005 0.06
H 6.342750 2.386224 -4.074206 0.001 -0.011 0.002 0.06
H 7.918677 3.179660 -4.409881 0.002 0.003 0.008 0.06
H 7.575742 2.524090 -2.789941 0.004 -0.007 0.001 0.05
C -8.954881 4.530410 -2.908906 -0.022 -0.034 0.022 -0.27
S -8.766273 6.314701 -2.986049 -0.026 -0.026 -0.003 0.82
O -7.306004 6.581795 -2.881307 0.106 0.023 -0.023 -0.56
C -9.458424 6.657046 -1.365156 -0.026 -0.008 0.030 -0.27
H -8.530048 4.122104 -3.823469 0.000 0.008 -0.005 0.05
H -8.410769 4.153451 -2.042759 0.019 0.012 -0.006 0.06
H -10.013531 4.278171 -2.850251 0.002 -0.005 -0.006 0.05
H -8.881543 6.119404 -0.613026 0.012 0.001 -0.010 0.06
H -10.505488 6.355388 -1.345922 -0.001 0.009 0.002 0.05
H -9.381526 7.729696 -1.201204 0.005 0.001 -0.007 0.05

***

No. 2
103
Properties=species:S:1:pos:R:3:forces:R:3:lowdin_charge:R:1 method="wB97M-V/def2-TZVPD" total_energy_ev=-90317.8276 e_above_lowest_ev=0.8785 gap_ev=6.959 total_charge=+2
Ir 0.107363 0.009849 -0.550194 0.643 0.468 -1.455 0.97
N -0.468879 2.617125 0.495270 0.318 0.211 -0.048 -0.28
P -0.550307 2.127457 -1.138232 -0.805 -0.234 0.774 0.84
C 0.225360 3.440647 -2.086969 0.192 -0.309 -0.167 -0.34
C -0.158911 4.752270 -1.801376 0.053 0.019 -0.065 -0.08
C 0.302552 5.786054 -2.597449 -0.021 0.025 0.043 -0.05
C 1.126626 5.515497 -3.683789 0.029 -0.006 -0.004 -0.05
C 1.503105 4.212467 -3.970652 -0.005 -0.004 0.005 -0.05
C 1.055369 3.171348 -3.169918 -0.048 0.018 -0.031 -0.09
C -2.276378 2.206345 -1.633473 0.020 0.150 -0.122 -0.37
C -3.215563 2.919837 -0.898219 0.020 -0.001 -0.014 -0.09
C -4.514976 3.031048 -1.371735 0.018 0.026 -0.021 -0.07
C -4.870425 2.436502 -2.574248 0.014 0.022 -0.022 -0.07
C -3.933267 1.714921 -3.302914 -0.002 0.029 -0.008 -0.06
C -2.636539 1.595220 -2.831165 -0.018 0.028 -0.019 -0.09
P 0.276170 1.303360 1.235290 -0.819 0.229 0.115 0.82
C 1.846368 1.862068 1.890121 0.173 -0.163 -0.230 -0.32
C 2.405403 3.084539 1.516147 -0.074 0.044 0.177 -0.11
C 3.595557 3.501536 2.090198 -0.005 -0.010 -0.015 -0.05
C 4.243888 2.688581 3.009675 0.016 0.021 0.001 -0.04
C 3.700875 1.461976 3.369143 0.018 -0.046 -0.026 -0.05
C 2.503949 1.045824 2.812567 -0.012 0.020 0.023 -0.06
C -0.668953 0.846377 2.686186 0.208 -0.076 0.134 -0.34
C -1.095583 1.851250 3.552513 0.065 0.014 -0.014 -0.07
C -1.718684 1.511084 4.741563 -0.016 -0.001 0.000 -0.05
C -1.889499 0.173615 5.077704 -0.031 -0.002 -0.008 -0.05
C -1.451282 -0.825458 4.219970 0.007 0.003 0.006 -0.06
C -0.846518 -0.489153 3.018790 0.006 -0.006 0.049 -0.10
H -0.387607 3.570437 0.823438 -0.106 0.013 -0.023 0.08
H -0.838971 4.974703 -0.986247 -0.015 -0.009 -0.013 0.11
H 0.002281 6.802837 -2.383263 0.012 0.002 0.000 0.12
H 1.468924 6.326993 -4.311814 0.004 -0.001 0.002 0.12
H 2.136973 4.004272 -4.821930 0.016 0.002 0.011 0.12
H 1.350948 2.153930 -3.391574 -0.038 -0.011 -0.025 0.10
H -2.943815 3.370679 0.048663 -0.007 0.000 -0.005 0.10
H -5.250318 3.584910 -0.803375 0.000 -0.006 0.011 0.12
H -5.883579 2.529219 -2.941903 0.001 0.006 -0.007 0.12
H -4.212788 1.254849 -4.240999 -0.007 -0.033 0.016 0.12
H -1.909684 1.021146 -3.397051 0.008 0.036 -0.031 0.11
H 1.911393 3.724193 0.793939 -0.013 0.011 0.013 0.10
H 4.015690 4.461677 1.822145 0.001 0.001 -0.001 0.12
H 5.174531 3.015601 3.453884 -0.007 0.004 0.008 0.12
H 4.206401 0.835815 4.091566 0.000 -0.002 0.000 0.12
H 2.068057 0.100196 3.113723 -0.006 0.010 0.016 0.11
H -0.939051 2.896913 3.312313 -0.014 0.002 -0.001 0.11
H -2.058991 2.287379 5.413178 -0.012 0.002 -0.007 0.12
H -2.366905 -0.087668 6.012756 0.006 -0.001 0.000 0.12
H -1.580308 -1.865811 4.489852 -0.026 0.001 -0.014 0.11
H -0.521737 -1.250130 2.326051 -0.022 -0.029 -0.030 0.06
C -5.183645 -0.654771 -0.434949 0.019 0.084 -0.018 -0.03
C -4.265557 -0.681231 0.793078 0.020 -0.105 0.021 -0.60
C -4.374489 -2.040923 1.497234 -0.009 0.010 -0.011 -0.04
C -4.648837 0.444129 1.765891 -0.012 -0.005 -0.004 -0.02
C -2.873542 -0.468394 0.371396 -0.140 -0.102 -0.054 -0.08
C -1.734968 -0.287703 0.009382 0.117 0.187 0.395 -0.24
H -6.222245 -0.769229 -0.120555 -0.004 -0.012 -0.001 0.09
H -4.938760 -1.467807 -1.119307 0.006 -0.002 -0.009 0.09
H -5.083486 0.289789 -0.972604 -0.020 -0.078 0.052 0.06
H -5.398202 -2.203711 1.838492 0.003 0.001 -0.002 0.09
H -3.710311 -2.081091 2.361842 0.002 -0.001 0.027 0.07
H -4.103862 -2.851041 0.817560 -0.003 0.000 0.004 0.09
H -5.706588 0.361699 2.021675 0.013 -0.010 0.031 0.10
H -4.480148 1.422079 1.312539 -0.021 -0.010 0.001 0.07
H -4.062757 0.381036 2.685234 0.021 0.014 -0.015 0.08
N 3.456278 -1.246227 -3.030481 -0.005 0.012 -0.042 0.17
C 2.196487 -1.269052 -2.577814 -0.212 0.005 -0.097 -0.16
N 1.878947 -0.191904 -1.887971 0.349 0.056 0.593 -0.03
C 3.039041 0.595946 -1.886948 0.077 -0.110 -0.084 -0.23
C 3.295185 1.839788 -1.325720 0.040 0.048 0.037 -0.04
C 4.551731 2.377236 -1.497402 0.024 -0.027 -0.003 -0.05
C 5.550708 1.695800 -2.212271 0.001 0.000 0.004 -0.05
C 5.312104 0.463501 -2.782539 -0.001 0.020 -0.009 0.01
C 4.037214 -0.063004 -2.604540 -0.019 -0.004 0.012 -0.17
H 3.883150 -1.958673 -3.600078 -0.011 -0.012 0.007 0.18
H 1.523422 -2.080615 -2.801683 0.011 -0.012 0.001 0.12
H 2.534882 2.372714 -0.782041 -0.030 -0.008 -0.041 0.06
H 4.776244 3.348473 -1.076765 0.005 -0.009 0.011 0.11
H 6.526829 2.148747 -2.317840 -0.005 0.006 -0.015 0.12
H 6.075860 -0.060059 -3.340999 0.000 -0.008 0.005 0.12
O 0.583412 -1.887124 0.245742 0.135 -0.374 0.114 -0.67
S 0.320728 -3.137361 -0.617565 -0.094 -0.034 0.080 1.06
C 1.909297 -3.931996 -0.715822 0.048 0.000 0.043 -0.40
C 2.098934 -4.871177 -1.720500 0.003 0.004 0.004 -0.09
C 3.332823 -5.496750 -1.823343 0.001 -0.001 -0.005 -0.05
C 4.352548 -5.167253 -0.939436 0.005 0.014 -0.011 -0.05
C 4.146161 -4.216410 0.052353 0.012 0.000 0.002 -0.05
C 2.916079 -3.586987 0.172148 -0.015 -0.014 -0.003 -0.06
C -0.581706 -4.269154 0.410343 -0.058 0.037 -0.003 -0.37
C -1.158434 -5.362416 -0.221014 -0.033 0.030 -0.005 -0.07
C -1.857291 -6.279885 0.546834 0.006 -0.021 0.009 -0.05
C -1.980028 -6.088316 1.916809 -0.007 0.004 -0.013 -0.04
C -1.406549 -4.980950 2.526600 -0.005 -0.002 0.003 -0.05
C -0.698885 -4.056835 1.772983 0.058 -0.034 0.001 -0.06
H 1.299756 -5.118915 -2.409897 0.003 0.004 -0.004 0.11
H 3.497095 -6.238978 -2.592667 0.001 0.000 0.000 0.12
H 5.315108 -5.653052 -1.026285 -0.005 -0.011 0.011 0.12
H 4.944581 -3.967848 0.738459 0.001 0.003 -0.004 0.12
H 2.738676 -2.839865 0.934216 0.002 0.003 -0.006 0.11
H -1.071757 -5.499998 -1.292065 -0.021 0.016 -0.005 0.11
H -2.311966 -7.139388 0.074028 -0.002 0.000 0.001 0.12
H -2.529192 -6.805651 2.511353 -0.003 0.003 0.001 0.12
H -1.507180 -4.839244 3.594334 0.000 0.001 -0.002 0.11
H -0.241153 -3.194275 2.232415 0.037 -0.027 0.019 0.09

***

No. 3
44
Properties=species:S:1:pos:R:3:forces:R:3:lowdin_charge:R:1 method="wB97M-V/def2-TZVPD" total_energy_ev=-29130.3905 e_above_lowest_ev=0.9692 gap_ev=8.735 total_charge=+1
C 2.957010 -4.004906 -1.959290 -0.114 0.091 0.187 0.13
C 3.241290 -2.879907 -2.248029 -0.333 -0.016 0.113 -0.13
C 3.395082 -1.460770 -2.542857 -0.040 -0.137 -0.336 -0.15
C 2.609232 -0.586774 -1.590260 0.827 -0.243 -0.150 -0.13
C 3.338449 0.133504 -0.661636 0.142 0.255 0.142 0.07
C 2.644430 0.931862 0.209585 0.511 0.487 0.200 -0.08
C 1.272321 1.022467 0.132795 -0.483 0.875 0.638 -0.09
C 0.532908 0.321118 -0.787022 -0.235 0.161 -0.039 0.07
C 1.213446 -0.512597 -1.656034 -0.399 -0.329 -0.373 -0.12
C 0.496820 -1.372160 -2.663996 -0.540 0.182 0.056 -0.13
C -1.002155 -1.127524 -2.884865 0.235 -0.403 0.437 -0.16
C -1.890425 -1.800428 -1.822705 0.201 1.023 -0.142 -0.24
O -3.058171 -0.988221 -1.695902 -0.371 -0.158 -0.272 -0.07
C 0.857007 1.975834 1.212942 1.053 -1.114 -0.966 -0.36
O -0.105374 2.691677 1.254654 0.373 0.615 -0.277 0.09
N 1.917656 1.902637 2.211179 -0.749 1.668 0.125 0.13
C 3.100817 1.820745 1.333589 0.033 -1.187 -0.346 -0.34
O 4.124534 2.382780 1.516576 0.052 -0.041 0.168 0.20
H 2.616746 -4.951589 -1.629597 0.165 -0.327 -0.078 0.03
H 4.451520 -1.207389 -2.547478 0.070 0.205 0.137 0.12
H 3.032477 -1.282261 -3.553481 0.083 0.009 -0.193 0.12
H 4.413532 0.066584 -0.590974 0.108 -0.047 -0.156 0.14
H -0.542676 0.416084 -0.795188 -0.124 -0.005 -0.170 0.12
H 1.005493 -1.267021 -3.617488 0.108 -0.127 -0.130 0.12
H 0.621782 -2.403390 -2.337620 0.189 -0.232 -0.186 0.12
H -1.243693 -1.516263 -3.869751 -0.200 0.163 -0.123 0.12
H -1.272724 -0.077793 -2.833448 0.165 0.232 -0.315 0.11
H -1.304328 -1.834779 -0.901683 -0.248 -0.230 0.259 0.11
H -2.180925 -2.800730 -2.132864 -0.004 -0.154 0.164 0.12
H -3.258771 -0.652940 -0.819965 0.384 -0.313 0.168 0.05
H 1.786147 0.982170 2.618330 0.363 -0.104 0.355 0.13
C -4.438655 1.266845 2.832756 0.344 0.012 0.526 0.04
C -3.173996 1.319048 2.046657 -0.327 -0.009 -0.451 -0.39
O -2.994564 0.906857 0.949004 0.101 -0.221 0.098 0.18
N -1.987743 2.033630 2.653525 -0.876 -0.674 0.480 0.09
C -0.941350 1.055377 3.129367 -0.407 0.093 0.406 0.03
H -4.840035 0.256598 2.789122 -0.102 0.035 -0.148 0.11
H -4.276314 1.534708 3.877241 -0.085 0.014 -0.030 0.09
H -5.151469 1.965869 2.393396 -0.031 -0.055 -0.058 0.12
H -2.274335 2.665440 3.402153 0.125 -0.017 -0.023 0.18
H -1.589614 2.559622 1.861036 0.511 0.272 0.138 0.12
H -1.417202 0.298120 3.746493 -0.064 -0.024 0.005 0.12
H -0.211516 1.606836 3.716404 0.001 0.011 -0.067 0.11
H -0.472646 0.611022 2.255320 -0.416 -0.234 0.227 0.09